Record 1
A 11-piece molecular cluster, C34H72F12N6O14 overall, computed with ωB97M-V with the def2-TZVPD basis set.

Charge ... +2
Kohn-Sham gap ... 1.4 eV
HOMO energy ... -5.26 eV
Multiplicity ... 1

Geometry as XYZ:
```
138
Properties=species:S:1:pos:R:3:lowdin_charge:R:1
C -0.2093 -5.4087 -0.3134 0.036
C 1.0850 -5.9693 -0.8092 -0.386
O 1.2917 -6.7390 -1.6504 0.213
N 2.3135 -5.1478 -0.2547 0.015
H 2.5105 -4.2998 -0.9618 0.146
H 2.0081 -4.6139 0.5859 0.166
C 3.4148 -5.9582 -0.0130 -0.060
H -0.0722 -4.3753 0.0546 0.069
H -0.5243 -5.9286 0.6027 0.108
H -1.0129 -5.4320 -1.0520 0.110
H 4.0679 -5.5018 0.7670 0.127
H 4.0021 -5.9976 -0.9368 0.112
H 3.1036 -7.0024 0.2131 0.124
C -0.3222 -3.9789 -10.0835 -0.007
C -1.2364 -4.5951 -9.0273 -0.448
O -1.0673 -4.6457 -7.8501 0.094
N -2.6025 -5.1886 -9.5194 0.031
H -3.3574 -4.4785 -9.3485 0.164
H -2.6102 -5.3956 -10.5395 0.173
C -2.9030 -6.3739 -8.6658 -0.031
H 0.6558 -4.4386 -9.8488 0.100
H -0.1901 -2.9209 -9.7880 0.092
H -0.6765 -4.0219 -11.1239 0.086
H -2.8088 -6.0152 -7.6474 0.092
H -2.2193 -7.1721 -8.8421 0.096
H -3.9289 -6.6004 -8.9311 0.100
C 4.8753 -3.2201 -5.3224 0.033
C 5.4944 -2.4000 -4.2981 -0.528
O 5.0462 -2.4341 -3.1701 0.029
N 6.5084 -1.5532 -4.5042 0.044
H 3.7806 -2.8452 -2.4878 0.109
H 6.9357 -1.6515 -5.4065 0.143
C 7.0324 -0.6278 -3.4950 -0.031
H 5.1272 -2.8702 -6.2971 0.083
H 3.7684 -3.2844 -5.1487 0.114
H 5.3021 -4.1874 -5.2785 0.092
H 6.7294 -1.0276 -2.5545 0.067
H 6.5707 0.3802 -3.4606 0.097
H 8.1021 -0.5368 -3.6663 0.094
C 2.3570 5.9306 -0.2702 0.021
C 1.8323 6.9303 0.8714 -0.562
O 0.6652 6.8058 1.1522 0.014
N 2.7229 7.7534 1.3811 0.038
H 3.0253 2.7578 2.0070 0.135
H 3.6011 7.8632 0.9661 0.116
C 2.5124 8.4118 2.7211 -0.016
H 1.9544 4.9666 0.1134 0.059
H 3.4368 5.8949 -0.2445 0.057
H 1.9427 6.0796 -1.2658 0.070
H 1.4514 8.5839 2.9307 0.081
H 2.9186 9.4343 2.6611 0.092
H 2.9480 7.7774 3.4671 0.077
C -1.7442 6.9793 -1.2971 0.042
C -2.6084 7.8189 -0.4805 -0.388
O -2.9915 8.9135 -0.6037 0.181
N -3.3300 7.1154 0.7590 0.098
H -3.1465 6.0864 0.8089 0.116
H -2.8977 7.6106 1.5760 0.205
C -4.7765 7.3047 0.5408 -0.018
H -2.4869 6.3414 -1.7688 0.101
H -1.1445 6.2768 -0.6884 0.086
H -1.2386 7.6009 -2.0540 0.124
H -4.8640 8.3297 0.0901 0.114
H -5.4112 7.2873 1.4253 0.108
H -5.1757 6.5655 -0.1157 0.080
C -6.2062 3.0790 2.7309 0.020
C -5.1552 2.7708 3.8121 -0.484
O -4.0021 3.1890 3.8106 0.015
N -5.5441 2.0676 4.8969 0.019
H -3.7251 4.2759 2.5863 0.114
H -4.8957 1.9487 5.6703 0.157
C -6.9328 1.7774 5.1184 -0.074
H -5.7863 3.8870 2.1056 0.063
H -7.2432 3.2460 3.0603 0.083
H -6.1971 2.1884 2.0590 0.110
H -7.1128 1.6357 6.1875 0.102
H -7.2558 0.9007 4.5534 0.098
H -7.4414 2.6505 4.7762 0.059
C -1.1346 -5.6920 4.6637 -0.427
O -2.1563 -5.3381 5.4083 0.017
O -0.7269 -4.8864 3.9143 0.156
C -0.6372 -7.2226 4.6091 -0.459
F -0.6814 -8.1181 5.6025 0.157
F -1.4843 -7.6351 3.6109 0.122
F 0.6277 -7.4525 4.1851 0.132
C -2.8921 -6.0070 6.5355 -0.113
C -4.3500 -5.6932 6.2896 -0.051
H -4.7998 -6.4313 5.6753 0.072
H -4.8927 -5.7758 7.2232 0.080
H -4.5412 -4.6478 6.0236 0.093
H -2.5079 -5.5539 7.4615 0.140
H -2.6281 -6.9727 6.2652 0.084
H -8.4033 -11.7615 -5.4536 -0.538
C -3.2539 3.5905 0.7054 -0.341
O -2.0174 4.0482 0.3819 -0.078
O -3.8601 4.4970 1.5839 -0.058
C -4.1947 3.5801 -0.5383 -0.576
F -3.6928 2.7215 -1.4678 0.148
F -5.3961 3.2226 -0.1552 0.180
F -4.3471 4.7579 -1.1211 0.159
C -0.8743 3.2112 0.2571 -0.221
C 0.0449 3.0801 1.4421 -0.043
H 0.9129 2.3945 1.3132 0.083
H 0.3083 4.0969 1.6525 0.059
H -0.4700 2.7080 2.3151 0.086
H -0.4072 3.4204 -0.7040 0.130
H -1.3951 2.2925 0.1216 0.096
H -3.2384 2.4613 1.0280 0.211
C 3.6909 1.9754 3.6860 -0.380
O 4.7026 1.4219 2.8943 -0.076
O 2.9316 2.8610 2.9913 0.030
C 2.6875 0.9118 4.1204 -0.514
F 3.2440 0.1850 5.0855 0.162
F 1.6916 1.5440 4.8332 0.120
F 2.1574 0.1706 3.1118 0.139
C 5.8916 2.2771 2.7680 -0.192
C 6.7075 1.8404 1.5431 -0.065
H 6.2500 2.0606 0.5828 0.070
H 7.6404 2.4134 1.5199 0.082
H 7.0184 0.8130 1.6223 0.071
H 6.4583 2.2271 3.6963 0.126
H 5.4934 3.3014 2.5774 0.126
H 4.1391 2.3718 4.5692 0.166
C 2.0906 -2.1906 -1.7385 -0.394
O 1.5126 -2.3830 -0.5012 -0.090
O 3.0793 -3.0488 -1.7180 0.014
C 1.0098 -2.5044 -2.8207 -0.503
F 1.4012 -2.3792 -4.1268 0.116
F 0.5558 -3.7143 -2.7130 0.200
F -0.0632 -1.6332 -2.8532 0.114
C 1.1942 -1.3527 0.4528 -0.222
C 0.2747 -1.8876 1.4643 -0.072
H 0.1639 -1.1886 2.3060 0.091
H -0.6597 -2.2446 1.0582 0.088
H 0.6984 -2.7202 1.9941 0.070
H 0.5783 -0.6276 -0.1147 0.128
H 2.0670 -0.8128 0.8280 0.122
H 2.4425 -1.1606 -1.9242 0.191
```


Record 2
C4H5O2Ru as an isolated structure, computed with ωB97M-V with the def2-TZVPD basis set.

Charge ... +2
Energy relative to the best compared isomer or geometry (same formula, charge and spin) ... 40.8 kcal/mol
Kohn-Sham gap (alpha / beta) ... 5.2 / 6.0 eV
HOMO energy (alpha / beta) ... -17.41 / -18.41 eV
Multiplicity ... 6

Geometry as XYZ:
```
12
Properties=species:S:1:pos:R:3:lowdin_spin:R:1
H -0.8614 -3.3198 1.9597 0.157
O 0.8384 -1.2372 0.1831 0.114
C 0.1493 0.8845 -0.6428 0.098
C 0.6633 2.0557 -1.2449 0.870
C 1.0747 -0.1457 -0.4920 -0.023
C -1.1276 0.8908 0.0865 0.050
O -1.5408 -0.0157 0.8108 0.112
Ru -0.9410 -1.7787 1.3268 3.544
H 1.5823 -1.8635 0.1721 0.012
H -0.0891 2.8637 -1.0516 0.058
H 2.0792 -0.0287 -0.9066 0.007
H -1.8274 1.6946 -0.2011 0.001
```


Record 3
A 6-piece molecular cluster, C15H34BCl11NO4S overall, computed with ωB97M-V with the def2-TZVPD basis set.

Charge ... +1
Kohn-Sham gap ... 9.2 eV
HOMO energy ... -12.12 eV
Multiplicity ... 1

Geometry as XYZ:
```
67
Properties=species:S:1:pos:R:3:lowdin_charge:R:1
O 0.5190 -0.7743 -4.5488 -0.298
S 0.4750 -1.5402 -3.3528 0.363
O 0.5404 -2.9660 -3.4146 -0.333
Cl 2.0143 -0.8669 -2.1747 0.397
C -0.9248 -1.0194 -2.3543 -0.289
C -1.9274 -2.1303 -2.0018 -0.208
C -1.4268 -3.3102 -1.1527 -0.170
C -1.2397 -3.0248 0.3289 -0.111
N 0.0520 -2.2836 0.5671 0.020
C 0.5858 -2.3501 1.9825 -0.009
B 1.3733 -0.9762 2.3409 -0.641
O 0.6375 0.1262 2.6906 0.152
O 2.7297 -0.9183 2.3135 0.182
H -1.4188 -0.2598 -2.9613 0.055
H -0.5289 -0.4828 -1.4922 0.064
H -2.7188 -1.6208 -1.4386 0.105
H -2.3948 -2.4968 -2.9169 0.126
H -2.1751 -4.1039 -1.2259 0.134
H -0.5025 -3.7387 -1.5458 0.094
H -2.0472 -2.4126 0.7364 0.144
H -1.1748 -3.9494 0.9034 0.140
H 0.7539 -2.6624 -0.0841 0.033
H -0.1196 -1.3061 0.3400 0.136
H -0.2711 -2.4923 2.6404 0.131
H 1.2622 -3.2058 2.0397 0.075
H 0.0500 0.4707 2.0068 0.040
H 3.1412 -1.5802 1.7457 0.099
Cl -4.0173 0.3784 -3.2242 0.585
C -4.4589 2.0432 -3.7108 -0.618
C -3.3472 3.0161 -3.4131 -0.639
Cl -3.0716 3.2218 -1.6603 0.544
H -5.3781 2.2963 -3.1897 0.076
H -4.6495 2.0249 -4.7819 0.081
H -3.6058 3.9943 -3.8155 0.080
H -2.4083 2.6893 -3.8532 0.068
Cl 5.7390 -4.3016 6.1732 0.559
C 5.3300 -2.8731 5.1966 -0.663
C 3.8891 -2.8901 4.7519 -0.637
Cl 3.5728 -4.2085 3.5782 0.554
H 6.0062 -2.8457 4.3456 0.070
H 5.5028 -1.9941 5.8156 0.078
H 3.6469 -1.9501 4.2585 0.052
H 3.2191 -3.0397 5.5945 0.074
Cl 4.8008 -3.7749 -3.1290 0.568
C 4.2458 -5.2215 -2.2546 -0.647
C 2.8121 -5.0831 -1.8155 -0.581
Cl 2.6567 -3.8038 -0.5552 0.599
H 4.9117 -5.3802 -1.4102 0.073
H 4.3242 -6.0695 -2.9330 0.084
H 2.4530 -6.0087 -1.3707 0.084
H 2.1619 -4.7941 -2.6372 0.056
Cl -2.8517 9.2114 -1.1141 0.547
C -3.1107 7.9670 0.1369 -0.691
C -3.3904 6.6140 -0.4665 -0.715
Cl -4.9634 6.5738 -1.3092 0.535
H -3.9329 8.2958 0.7682 0.073
H -2.2047 7.9232 0.7346 0.026
H -3.4276 5.8571 0.3135 0.026
H -2.6240 6.3395 -1.1882 0.052
Cl -1.8880 6.0088 2.6829 0.609
C -0.2622 5.2994 2.4974 -0.628
C -0.2595 4.1840 1.4840 -0.626
Cl -1.2172 2.7799 2.0443 0.576
H 0.0621 4.9602 3.4777 0.072
H 0.4052 6.0896 2.1573 0.081
H 0.7582 3.8393 1.3101 0.079
H -0.6924 4.5064 0.5396 0.056
```


Record 4
One molecule with the formula C15H19N3O4S, computed with ωB97M-V with the def2-TZVPD basis set.

SMILES ... CCOC(=O)c1ccccc1NS(=O)(=O)c1cnn(CC)c1C
Energy relative to the best compared isomer or geometry (same formula, charge and spin) ... 24.2 kcal/mol
Kohn-Sham gap ... 9.1 eV
HOMO energy ... -8.86 eV
Multiplicity ... 1

Geometry as XYZ:
```
42
Properties=species:S:1:pos:R:3:lowdin_charge:R:1
C -2.9662 3.2281 -1.2554 -0.055
C -1.5160 3.0218 -0.8419 -0.214
H -1.4493 2.8862 0.2427 0.114
H -0.8939 3.8651 -1.1488 0.126
O -0.9458 1.8877 -1.4924 -0.012
C -1.1643 0.6882 -0.9411 -0.411
O -1.7680 0.5613 0.1107 0.071
C -0.5642 -0.4113 -1.7101 -0.055
C 0.1435 -0.1265 -2.8836 -0.010
C 0.7709 -1.1229 -3.5955 -0.073
C 0.7003 -2.4365 -3.1446 -0.054
C -0.0069 -2.7461 -2.0038 -0.019
C -0.6551 -1.7489 -1.2706 -0.237
N -1.3717 -2.1115 -0.1464 -0.030
S -0.6055 -3.0306 1.0528 0.676
O -0.1801 -4.2795 0.5049 -0.275
O -1.5013 -3.0377 2.1687 -0.277
C 0.7799 -1.9989 1.3729 -0.228
C 0.7381 -0.8095 2.0845 -0.237
N 1.9462 -0.2360 1.9078 -0.119
N 2.7417 -0.9703 1.1254 0.095
C 2.0527 -2.0377 0.7864 -0.111
H 2.4675 -2.7984 0.1587 0.115
C 2.4012 1.0467 2.3745 -0.175
C 1.8030 2.1790 1.5440 -0.060
H 0.7200 2.1880 1.6338 0.059
H 2.0644 2.0496 0.4966 0.081
H 2.1892 3.1348 1.8869 0.075
H 3.4884 1.0410 2.2773 0.122
H 2.1353 1.1643 3.4286 0.118
C -0.3719 -0.2452 2.8837 0.002
H -1.0000 -1.0607 3.2347 0.076
H -0.0030 0.3297 3.7303 0.085
H -0.9902 0.4022 2.2602 0.071
H -1.8660 -1.3325 0.2815 0.094
H -0.0704 -3.7595 -1.6436 0.102
H 1.1952 -3.2224 -3.6948 0.109
H 1.3162 -0.8849 -4.4956 0.103
H 0.1955 0.8978 -3.2170 0.117
H -3.3509 4.1338 -0.7956 0.079
H -3.5697 2.3840 -0.9306 0.077
H -3.0388 3.3182 -2.3364 0.080
```


Number 1: F_max 4.462 eV/A. Number 2: F_max 4.945 eV/A. Number 3: F_max 0.671 eV/A. Number 4: F_max 1.377 eV/A.